[1]
This record from the Open Molecules 2025 dataset describes a cluster of 10 separate species, C24H30F4N6O12 in total. The level of theory is ωB97M-V with the def2-TZVPD basis set.

Results
energy above the lowest of the compared OMol25 structures with the same formula, charge and spin = 211.85 kJ/mol
F_max = 5.45 eV/A
lowest unoccupied orbital energy = 0.096 eV
total charge = 0
gap between HOMO and LUMO = 11.475 eV
HOMO energy = -11.38 eV

Cartesian coordinates (Å):
O 2.3776 2.1411 -0.4764
C 2.5105 2.9921 0.3413
O 1.5293 3.8233 0.7249
C 2.0393 5.1248 1.2275
C 3.4687 4.6538 1.4470
F 3.6387 4.3396 2.7226
O 3.6521 3.5028 0.7287
H 2.1484 5.9602 0.5359
H 1.5240 5.7207 1.9809
H 4.2166 5.3666 1.0997
O 2.2298 3.6140 -4.8928
C 1.2906 3.6465 -4.1378
O 1.3643 3.9759 -2.8458
C 0.1282 3.8859 -2.1968
C -0.8194 3.5748 -3.3614
F -1.3966 4.6550 -3.7642
O 0.0957 3.1162 -4.3277
H 0.0736 2.9809 -1.5917
H -0.0661 4.7704 -1.5900
H -1.6148 2.9037 -3.0373
O 0.6389 -3.5570 -4.5969
C 0.7500 -2.3531 -4.3768
O -0.2317 -1.4867 -4.2917
C 0.3019 -0.2478 -4.4268
C 1.7620 -0.3313 -4.0848
F 1.9438 0.0081 -2.7401
O 1.9616 -1.7012 -4.2862
H 0.1137 0.0050 -5.4703
H -0.2898 0.4952 -3.8920
H 2.4909 0.2608 -4.6381
O -2.3513 1.0353 -1.8420
C -3.4488 0.4951 -1.7834
O -4.6156 1.1833 -1.7581
C -5.6983 0.3029 -1.5278
C -5.1067 -1.0529 -1.7499
F -5.5029 -1.5655 -2.9498
O -3.7291 -0.8182 -1.8308
H -6.0782 0.4296 -0.5140
H -6.5540 0.5105 -2.1702
H -5.4196 -1.7587 -0.9806
C 0.7402 -2.6507 4.2208
C 0.6294 -1.7016 5.2368
N 0.5020 -0.8716 5.9950
H -0.1258 -2.4568 3.5878
H 0.5082 -3.6622 4.5541
H 1.6260 -2.5801 3.5896
C 0.3897 2.6028 4.7725
C 0.0186 1.5560 3.8004
N -0.1908 0.7982 2.9802
H 1.4555 2.4648 4.9545
H -0.1084 2.3660 5.7127
H -0.0135 3.5106 4.3238
C -0.0127 -0.1450 -0.1397
C -0.7264 -1.2652 0.5123
N -1.3440 -2.0975 1.0929
H 0.9023 -0.0104 0.4371
H -0.6122 0.7591 -0.0337
H 0.1157 -0.4805 -1.1689
C -3.1659 -4.4893 2.0245
C -4.2482 -3.5480 1.6553
N -5.1070 -2.8290 1.3874
H -2.9338 -4.9967 1.0882
H -3.5925 -5.0612 2.8485
H -2.3307 -3.9882 2.5138
C 3.8375 -1.6292 2.4249
C 5.2825 -1.3762 2.5179
N 6.4738 -1.2592 2.5508
H 3.7275 -2.4347 1.6989
H 3.2405 -0.8086 2.0271
H 3.4821 -1.8825 3.4238
C 0.1292 -5.2625 -0.2734
C 0.9332 -5.6296 0.8939
N 1.5982 -6.0033 1.7601
H -0.7456 -4.7486 0.1252
H -0.3084 -6.1365 -0.7558
H 0.6465 -4.6547 -1.0157


[2]
This record from the Open Molecules 2025 dataset describes an isolated molecule of C24H30N2O3. The level of theory is ωB97M-V with the def2-TZVPD basis set.

Results
energy above the lowest of the compared OMol25 structures with the same formula, charge and spin = 330.84 kJ/mol
F_max = 1.06 eV/A
lowest unoccupied orbital energy = 0.651 eV
total charge = 0
gap between HOMO and LUMO = 8.780 eV
HOMO energy = -8.13 eV

Cartesian coordinates (Å):
C -0.4550 -2.9837 -6.7774
O -0.9430 -1.8582 -6.0929
C -0.8951 -1.8543 -4.7266
C -0.3898 -2.8885 -3.9499
C -0.3894 -2.7866 -2.5697
C -0.8840 -1.6556 -1.9409
C -0.8765 -1.5636 -0.4378
N 0.4086 -1.9860 0.0932
C 0.4134 -2.2596 1.5143
C 0.4287 -0.9886 2.3712
N 1.6162 -0.2219 2.0252
C 1.8480 0.9180 2.9066
C 0.7479 1.9321 2.9032
C 0.5008 2.9774 2.0714
C -0.7327 3.5545 2.5024
C -1.5218 4.6255 2.0894
C -2.6856 4.8799 2.7816
C -3.0750 4.0935 3.8676
C -2.3117 3.0257 4.2959
C -1.1411 2.7704 3.6003
O -0.2393 1.7880 3.8331
C 1.5962 0.1313 0.6145
C 1.5164 -1.1172 -0.2860
C 2.8138 -1.9601 -0.3996
C 3.9715 -1.6805 0.5689
O 3.7149 -2.0204 1.9018
C -1.3826 -0.6235 -2.7259
C -1.4015 -0.7024 -4.1063
C -1.9427 0.4067 -4.9536
H 0.6101 -3.1462 -6.5806
H -1.0137 -3.8888 -6.5167
H -0.5951 -2.7685 -7.8359
H 0.0052 -3.7816 -4.4079
H 0.0094 -3.5888 -1.9691
H -1.1647 -0.5428 -0.1347
H -1.6309 -2.2502 -0.0378
H 1.3112 -2.8417 1.7387
H -0.4607 -2.8653 1.7621
H -0.4956 -0.4114 2.2045
H 0.4796 -1.2532 3.4297
H 1.9644 0.5284 3.9219
H 2.7830 1.3929 2.5977
H 1.1182 3.3103 1.2617
H -1.2233 5.2356 1.2505
H -3.3143 5.7054 2.4824
H -3.9941 4.3270 4.3833
H -2.6051 2.4131 5.1334
H 0.7287 0.7729 0.3819
H 2.4979 0.7004 0.3800
H 1.2857 -0.7538 -1.2937
H 2.5268 -3.0068 -0.2923
H 3.2138 -1.8347 -1.4071
H 4.8201 -2.3005 0.2629
H 4.2837 -0.6283 0.4905
H 2.9771 -1.4500 2.1958
H -1.7707 0.2671 -2.2501
H -1.1723 0.7698 -5.6321
H -2.7656 0.0410 -5.5658
H -2.2944 1.2300 -4.3378